Record 1
A molecular structure, C10H9N5O3PtS4Sb. Source: OMol25; level of theory: wB97M-V/def2-TZVPD.

Geometry as ORCA input:
```
! wB97M-V def2-TZVPD RIJCOSX def2/J DEFGRID3
* xyz 0 2
Pt -0.03251 2.15084 -2.54018
S -5.18360 2.74326 -0.90702
Sb -3.23644 2.05387 -1.66719
S -2.54671 0.15135 -2.62516
S -1.72338 3.72105 -2.42866
N -0.93509 -3.86683 3.02792
C -0.85479 -2.60673 2.48005
C -0.14917 -1.59102 3.13745
C -0.11332 -0.31567 2.61592
C -0.78902 -0.04136 1.43419
C -1.49141 -1.03587 0.76248
C -1.52056 -2.31124 1.28290
S -0.74946 1.57689 0.79226
O -0.16853 2.45823 1.75096
O -2.10610 1.89951 0.32684
N 0.11796 1.51999 -0.57965
C 1.32424 0.90660 -0.71493
N 1.66282 0.96507 -2.03641
C 2.82338 0.45832 -2.41288
C 3.65659 -0.13891 -1.48087
C 3.21653 -0.15887 -0.16633
N 2.06019 0.36670 0.23644
H -0.24893 -4.11807 3.71802
H -1.21368 -4.61910 2.42227
H 0.36528 -1.81082 4.06487
H 0.43577 0.47272 3.11212
H -2.00821 -0.81274 -0.16462
H -2.07598 -3.08776 0.77138
H 3.07607 0.52567 -3.46340
H 4.60417 -0.56668 -1.76809
H 3.82414 -0.60992 0.60991
O -0.27336 3.12345 -5.22957
N 0.25313 2.59808 -4.36102
*
```

Results
HOMO (alpha / beta) = -8.3 / -8.3 eV

=====

Record 2
2 unconnected molecules or ions with the total composition C2H7N4S2 in a non-equilibrium geometry. Source: OMol25; level of theory: wB97M-V/def2-TZVPD.

Geometry as ORCA input:
```
! wB97M-V def2-TZVPD RIJCOSX def2/J DEFGRID3
* xyz 1 1
C -1.02577 0.82704 -1.26679
C -0.72600 -0.53762 0.84728
N 1.80196 1.03848 0.71444
N 0.82464 1.10251 0.02318
N 2.73170 1.11290 1.37070
N -0.22700 0.35862 -0.14709
S 5.72442 -1.09461 1.93337
S 4.63880 -0.44340 0.47953
H -2.07624 0.67902 -0.89156
H -0.68906 1.89219 -1.29575
H -0.92921 0.38977 -2.23525
H -0.00683 -0.71335 1.62197
H -1.78604 -0.55707 1.23484
H -0.60231 -1.53434 0.34632
H 4.77488 -1.99947 2.28523
*
```

Results
HOMO (alpha / beta) = -12.8 / -11.9 eV

=====

Record 3
12 unconnected molecules or ions with the total composition C4H35N2O11 in a non-equilibrium geometry. Source: OMol25; level of theory: wB97M-V/def2-TZVPD.

Geometry as ORCA input:
```
! wB97M-V def2-TZVPD RIJCOSX def2/J DEFGRID3
* xyz 1 1
C -3.06824 2.60382 -0.75141
C -1.71638 1.93690 -0.29518
C -0.64279 2.23841 -1.36253
C 0.73595 1.74307 -0.94382
N 0.75347 0.23698 -0.64762
N -1.90136 0.53082 0.02816
H -3.31642 3.36155 0.02394
H -2.99574 3.19359 -1.67118
H -3.94763 1.93773 -0.75998
H -1.55767 2.42638 0.67943
H -0.56938 3.24504 -1.70134
H -0.71530 1.63743 -2.25876
H 1.65413 1.87669 -1.56104
H 1.06366 2.12992 0.00944
H 0.66418 -0.46688 -1.40270
H 1.41791 0.00088 0.12026
H -2.37415 0.38839 0.90430
H -2.22471 0.01934 -0.78735
H -0.10181 -0.02424 -0.09230
H 3.39813 0.70754 -3.84823
H 2.88550 1.97818 -3.12010
O 3.65178 1.40490 -3.23086
H 1.25744 2.90530 3.39841
H 1.99534 2.19328 2.14545
O 1.32280 2.82670 2.44173
H 4.30008 1.35984 1.80052
H 3.16387 0.41984 2.55152
O 3.46010 0.89750 1.77619
H 2.22108 -1.92450 0.53369
H 3.01676 -1.20600 1.42874
O 2.05646 -1.26492 1.26340
H -2.05502 -2.43061 -2.29463
H -1.67597 -1.66623 -3.41840
O -1.22139 -1.96637 -2.61494
H 0.81719 -3.50016 0.37202
H 2.05320 -3.89839 -0.50830
O 1.37820 -3.22500 -0.36149
H -4.19548 -0.72175 2.77339
H -4.30590 0.85860 2.37926
O -3.94892 -0.00790 2.18372
H 2.65085 -3.12768 2.21110
H 3.82942 -3.18531 3.05681
O 3.11810 -3.77344 2.76770
H -4.31950 -2.76460 -1.65400
H -3.42924 -4.09605 -1.79186
O -3.48129 -3.14698 -1.92126
H -2.20556 2.59345 2.98136
H -1.94618 1.76928 4.27350
O -2.61648 2.24535 3.77884
H 0.55242 -1.63302 -3.53364
H 1.22757 -2.06153 -2.22106
O 1.19996 -1.35298 -2.87593
*
```

Results
HOMO = -12.0 eV

=====

Summary of energy above the lowest of the compared OMol25 structures with the same formula, charge and spin in eV
0.000; 4.537; 3.298
(order as listed above)
Summary of calculated total energy in eV
-77232.9998; -29805.6357; -30212.4877
(order as listed above)